{
  "formula": "C23H50N7O4P",
  "method": "ωB97M-V/def2-TZVPD",
  "symbols": ["C", "H", "C", "H", "C", "C", "O", "H", "H", "H", "H", "H", "C", "N", "H", "H", "H", "C", "H", "H", "H", "H", "C", "C", "H", "H", "C", "H", "H", "C", "H", "C", "H", "N", "H", "H", "O", "H", "H", "H", "N", "H", "C", "C", "C", "H", "H", "H", "N", "H", "H", "P", "N", "C", "H", "H", "H", "H", "H", "H", "H", "N", "H", "H", "C", "O", "C", "H", "C", "H", "C", "H", "H", "C", "O", "H", "H", "H", "H", "C", "H", "C", "H", "N", "C"],
  "coordinates": [[-1.9235, -0.9993, 0.9346], [5.8236, 2.6919, 0.3924], [-5.2398, 3.3912, -0.7779], [4.2115, -0.4548, 0.3059], [5.0996, 1.8239, 2.2682], [-5.5519, 0.6447, -3.0865], [-4.5836, 1.2013, -0.2663], [-5.6731, -1.3465, -3.9019], [-3.5652, -3.2552, 2.8040], [-6.3136, 0.3842, -2.3345], [1.5555, 1.2911, 2.1225], [5.5338, -2.4239, 0.9719], [-4.8090, 1.9520, -1.1485], [-2.8157, -2.6249, 2.5406], [3.9966, -2.7373, -0.5217], [-4.2057, -1.0588, -2.8456], [-6.1287, 1.0858, -3.9254], [3.1097, -3.0645, 0.0507], [-3.5504, 1.9006, -4.2676], [-5.5776, 3.4437, 0.2611], [3.2795, 3.6329, 3.0138], [1.8039, -2.5307, -1.5556], [0.5551, -2.6017, 0.1652], [5.3704, 3.0419, 1.3366], [0.5255, 0.5171, -2.7330], [-2.2329, 0.0991, -3.2723], [3.1779, 4.2599, 2.1173], [6.3195, 0.0428, 2.4964], [-6.0806, 3.6741, -1.4311], [-4.8778, -0.6485, -3.6087], [3.6622, -0.2432, 2.0360], [-1.2730, -1.1335, -0.4531], [2.1699, -1.1750, -0.3848], [-4.4156, -1.3909, 1.2329], [3.5573, -3.7461, 2.1100], [-4.3128, -0.3873, -4.5169], [0.5891, -4.0804, 0.2701], [-5.0383, -2.0750, 1.6605], [3.3024, 5.3039, 2.4385], [-1.3333, 1.5932, -3.3650], [0.1562, -0.2390, -2.1711], [-2.6821, -1.8904, 3.2261], [4.4951, -0.5065, 1.3687], [1.9175, -2.2321, -0.5041], [4.1164, 3.8657, 0.9386], [3.5041, 3.4017, 0.1552], [-4.4327, 4.1128, -0.9749], [6.2334, 0.6868, 0.8110], [-3.0899, -3.1566, 0.2771], [2.5627, 1.1607, -0.1557], [-3.1507, 3.0106, -2.9680], [0.3736, 1.3226, 0.0563], [-0.4072, -5.2910, -1.5538], [0.8685, 0.5535, 1.6638], [6.0979, 3.7452, 1.7681], [2.1345, 4.1623, 1.7726], [5.2314, -2.0957, 2.6828], [4.0342, 1.7641, 2.5265], [1.4538, -0.3728, 1.5948], [2.6837, -2.2261, 2.0854], [-1.7579, 1.9600, -0.9885], [-1.8393, 1.0409, -1.4131], [-2.4088, -0.0074, 0.9497], [5.6289, 2.0322, 3.2132], [4.7977, -2.0026, 1.6746], [-0.5010, -2.3085, -0.6774], [3.4543, -2.8038, 1.5487], [4.4901, 4.8109, 0.5091], [-3.0785, -2.0328, 1.1981], [3.0114, -4.1375, -0.1454], [5.6623, 0.4585, 1.7218], [0.4726, -2.2693, 1.2055], [-3.5304, -3.9553, 0.7238], [-3.4178, 1.9549, -3.1745], [1.8532, 1.4510, -0.7506], [-2.1447, -1.2976, -1.1148], [-1.2483, -1.1073, 1.7889], [-0.2916, -0.9427, -2.7461], [0.0425, 0.4825, 2.3815], [-2.1743, 1.0998, -2.8233], [-4.3653, -0.6299, 1.9108], [-0.6633, 0.2001, -1.0585], [-3.6366, -2.9288, -0.5490], [-4.6859, 1.6773, -2.5358], [-0.0143, -4.6412, -0.7261]],
  "forces_ev_per_angstrom": [[-0.9, -0.1, -0.1], [-0.1, 0.1, 0.3], [-0.4, -0.2, -0.9], [-0.1, 0.4, 0.3], [1.2, 0.3, -0.1], [-0.5, -0.4, -0.3], [0.0, -1.8, 1.0], [0.4, 0.0, 0.2], [0.0, 0.3, 0.2], [0.4, 0.1, -0.1], [-0.2, -0.1, -0.3], [-0.2, 0.2, 0.2], [0.0, 2.5, -0.2], [1.0, -0.1, -0.7], [-0.3, -0.2, 0.0], [-0.3, -0.1, -0.2], [0.3, -0.1, 0.2], [0.2, 0.7, 0.3], [0.0, 0.0, 0.3], [0.4, -0.1, -0.2], [0.1, 0.1, -0.3], [0.0, 0.6, 0.2], [1.5, -0.2, -0.8], [-0.6, 0.0, -0.5], [0.0, -0.1, 0.1], [-0.2, 0.2, 0.4], [-0.4, 0.0, -0.3], [-0.1, -0.2, -0.4], [0.3, 0.0, 0.2], [-0.2, 0.9, 0.0], [0.0, 0.0, -0.5], [-1.1, 0.2, -0.2], [-0.4, -0.1, -0.4], [0.5, 0.2, -0.2], [-0.1, 0.2, -0.3], [0.0, -0.3, 0.3], [-0.9, 0.7, 0.0], [0.0, 0.1, -0.2], [0.1, -0.3, -0.1], [-0.4, -0.2, -0.1], [0.2, 0.2, 0.2], [-0.3, -0.2, 0.1], [1.1, -0.8, 0.8], [0.1, -1.5, 0.7], [0.1, 0.7, 0.6], [0.3, -0.2, 0.2], [-0.2, -0.2, 0.1], [0.2, -0.3, 0.4], [-0.1, 0.2, 0.0], [0.0, 0.0, -0.3], [-0.1, -0.3, 0.0], [0.0, 1.4, 0.3], [-1.6, -2.1, -3.0], [0.7, 0.0, 0.0], [-0.2, -0.3, 0.1], [0.3, 0.1, 0.3], [-0.2, 0.1, -0.2], [0.2, -0.2, -0.2], [-0.4, 0.1, 0.1], [0.0, -0.2, -0.3], [0.0, 0.0, -0.2], [0.1, -0.3, 0.3], [0.4, -0.2, 0.0], [-0.4, -0.1, -0.2], [-0.9, 0.1, -0.1], [0.2, 0.8, 0.9], [1.0, -0.1, 0.1], [-0.2, -0.4, -0.1], [-0.4, -0.7, 1.4], [-0.2, 0.3, 0.0], [-1.1, 0.8, -0.2], [-0.3, 0.0, -0.3], [0.1, 0.0, -0.1], [0.4, 0.5, 0.2], [-0.5, -0.4, 0.9], [0.4, 0.1, 0.0], [0.1, 0.2, -0.4], [0.0, 0.1, 0.1], [0.1, -0.1, -0.4], [0.6, 0.5, -0.6], [-0.2, 0.1, -0.3], [0.1, -1.3, -0.3], [0.1, 0.0, 0.1], [-0.1, -0.4, -0.1], [1.8, 1.3, 2.9]],
  "mulliken_charge": [-1.184, 0.316, -1.307, 0.191, -0.168, -0.545, -0.368, 0.435, 0.312, 0.398, 0.288, 0.332, 0.180, -0.796, 0.552, -0.017, 0.310, -0.992, 0.389, 0.384, 0.302, 0.417, 0.397, -0.821, 0.251, 0.358, -1.080, 0.390, 0.348, -0.806, -0.115, -0.312, -0.656, -0.494, 0.320, 0.290, -0.462, 0.240, 0.366, 0.142, -0.454, 0.230, 0.498, 0.538, -0.209, 0.069, 0.280, 0.326, -0.492, 0.135, 0.380, -0.440, -0.610, -0.375, 0.398, 0.219, 0.527, -0.020, -0.265, 0.288, 0.461, 0.662, 0.599, 0.380, -1.432, -0.380, -0.548, 0.381, 0.680, 0.406, -0.846, 0.169, 0.318, -1.510, -0.539, -0.303, 0.286, 0.286, 0.439, -0.216, 0.277, 0.266, 0.154, 0.548, 0.654],
  "e_homo_ev": -8.34,
  "energy_ev": -52568.707,
  "total_charge": 0,
  "largest_force_ev_per_a": 3.96
}